Entry 1:
{
  "formula": "C24H26EuNO",
  "method": "wB97M-V/def2-TZVPD",
  "species": ["C", "C", "C", "H", "C", "C", "H", "H", "H", "H", "C", "C", "C", "H", "C", "C", "H", "H", "H", "H", "Eu", "O", "C", "C", "H", "H", "H", "H", "C", "C", "C", "H", "C", "H", "C", "H", "C", "H", "C", "C", "C", "C", "C", "C", "N", "H", "H", "H", "H", "H", "H", "H", "H"],
  "coordinates": [[0.82, -1.44, 1.91], [-0.50, -1.70, 1.44], [-0.41, -2.37, 0.18], [-1.39, -1.45, 2.03], [0.98, -2.45, -0.17], [1.73, -1.87, 0.91], [2.82, -1.83, 0.98], [1.04, -1.05, 2.90], [-1.23, -2.81, -0.37], [1.41, -2.90, -1.06], [-0.62, 2.54, 0.71], [-0.38, 1.76, 1.88], [1.03, 1.65, 2.03], [-1.11, 1.40, 2.61], [1.66, 2.25, 0.90], [0.64, 2.84, 0.09], [0.78, 3.43, -0.81], [-1.60, 2.93, 0.41], [1.53, 1.24, 2.91], [2.74, 2.30, 0.73], [0.28, 0.21, -0.71], [0.05, 0.00, -3.11], [-1.10, -0.71, -3.69], [0.19, -0.81, -4.45], [-1.42, -1.59, -3.13], [-1.87, -0.04, -4.07], [0.80, -1.70, -4.30], [1.19, -1.77, -6.71], [0.90, -0.73, -6.82], [0.38, -0.06, -5.69], [0.02, 1.29, -5.79], [-0.35, 1.82, -4.91], [0.17, 1.96, -7.00], [-0.10, 3.01, -7.07], [0.67, 1.28, -8.12], [0.76, 1.80, -9.07], [1.02, -0.07, -8.03], [1.38, -0.62, -8.90], [-0.48, 2.16, 5.18], [-0.77, 0.73, 5.45], [-1.20, 0.18, 6.71], [-1.31, -1.21, 6.51], [-0.93, -1.46, 5.14], [-0.86, -2.79, 4.49], [-0.62, -0.28, 4.54], [-0.52, 2.71, 6.12], [-1.23, 2.63, 4.53], [0.52, 2.31, 4.77], [-1.37, 0.76, 7.61], [-1.60, -1.97, 7.23], [0.13, -3.01, 4.07], [-1.03, -3.55, 5.26], [-1.63, -2.94, 3.73]],
  "multiplicity": 7,
  "molar_mass_g_mol": 496.44,
  "homo_energy_ha": [-0.2300, -0.2092],
  "total_energy_ha": -1770.21831,
  "homo_lumo_gap_ev": [6.409, 4.569]
}

Entry 2:
{
  "formula": "C24H26HgN4S4Sb3Se",
  "method": "wB97M-V/def2-TZVPD",
  "species": ["Hg", "S", "Sb", "S", "S", "S", "C", "Sb", "C", "C", "C", "C", "C", "C", "C", "C", "C", "Sb", "C", "C", "H", "H", "H", "H", "H", "H", "H", "H", "H", "H", "H", "H", "H", "H", "H", "H", "H", "H", "H", "H", "Se", "N", "C", "C", "C", "C", "C", "N", "C", "C", "N", "C", "C", "C", "C", "C", "N", "H", "H", "H", "H", "H", "H"],
  "coordinates": [[0.57, 0.64, -0.52], [4.79, -4.29, 1.86], [4.65, -3.03, -0.10], [2.08, -2.46, -0.12], [1.47, -2.86, -1.94], [5.58, -0.97, 0.43], [2.30, -2.59, 3.93], [1.23, -0.90, 3.08], [3.01, 0.23, 2.69], [1.09, 0.09, 5.07], [-0.23, -0.15, 5.65], [-0.44, -1.32, 6.37], [-1.69, -1.66, 6.86], [-2.77, -0.83, 6.61], [-2.57, 0.35, 5.92], [-1.31, 0.73, 5.47], [-1.13, 2.06, 4.85], [-0.58, 2.10, 2.69], [-1.34, 4.17, 2.61], [-3.19, -0.21, 1.14], [3.00, -2.27, 4.70], [2.87, -3.06, 3.13], [1.61, -3.32, 4.33], [3.64, 0.25, 3.58], [2.76, 1.25, 2.40], [3.57, -0.24, 1.88], [1.29, 1.14, 4.89], [1.88, -0.32, 5.69], [0.40, -1.98, 6.54], [-1.82, -2.57, 7.44], [-3.76, -1.09, 6.96], [-3.41, 1.02, 5.75], [-0.33, 2.60, 5.35], [-2.05, 2.65, 4.94], [-2.39, 4.21, 2.84], [-1.19, 4.55, 1.60], [-0.80, 4.81, 3.31], [-3.60, 0.03, 2.12], [-2.19, -0.63, 1.25], [-3.83, -0.95, 0.66], [-6.13, 2.60, -5.59], [-4.53, 1.87, -5.89], [-3.98, 1.59, -4.73], [-2.69, 0.98, -4.59], [-1.92, 0.61, -5.70], [-0.71, 0.00, -5.49], [-0.29, -0.20, -4.17], [-1.00, 0.15, -3.12], [-2.18, 0.73, -3.30], [-2.97, 1.07, -2.10], [-2.44, 0.77, -0.95], [-3.12, 1.06, 0.27], [-4.46, 1.69, 0.13], [-4.99, 1.96, -1.08], [-4.26, 1.66, -2.27], [-4.76, 1.92, -3.55], [-5.95, 2.47, -3.82], [-2.31, 0.79, -6.69], [-0.10, -0.33, -6.32], [0.66, -0.69, -3.95], [-2.44, 1.74, 0.87], [-5.00, 1.92, 1.04], [-5.97, 2.40, -1.18]],
  "multiplicity": 2,
  "total_charge": -2,
  "molar_mass_g_mol": 1143.60,
  "e_above_lowest_ev": 3.0259,
  "homo_energy_ha": [-0.0503, -0.0487],
  "total_energy_ha": -6017.51705,
  "homo_lumo_gap_ev": [4.732, 3.482]
}

Entry 3:
{
  "formula": "C24H26IrN2O4S",
  "method": "wB97M-V/def2-TZVPD",
  "species": ["Ir", "C", "C", "C", "C", "C", "C", "C", "C", "C", "C", "C", "C", "H", "H", "H", "H", "H", "H", "H", "H", "H", "H", "H", "H", "H", "H", "H", "H", "H", "H", "C", "C", "N", "C", "C", "C", "C", "C", "C", "C", "C", "C", "N", "C", "H", "H", "H", "H", "H", "H", "H", "H", "O", "S", "O", "O", "O"],
  "coordinates": [[0.09, 0.71, -1.42], [-1.74, -1.77, 2.20], [-1.38, -1.45, 0.77], [-2.29, -0.78, -0.04], [-3.67, -0.49, 0.43], [-1.90, -0.38, -1.43], [-2.93, 0.28, -2.32], [-0.90, -1.20, -2.06], [-0.98, -1.59, -3.51], [0.15, -1.62, -1.20], [1.36, -2.29, -1.80], [-0.16, -1.83, 0.21], [0.85, -2.58, 1.01], [-2.49, -1.09, 2.58], [-0.87, -1.69, 2.86], [-2.14, -2.78, 2.29], [-3.63, 0.18, 1.29], [-4.15, -1.41, 0.78], [-4.30, -0.04, -0.33], [-3.35, 1.17, -1.86], [-3.76, -0.40, -2.53], [-2.48, 0.58, -3.27], [-0.78, -0.76, -4.19], [-1.98, -1.96, -3.71], [-0.27, -2.38, -3.74], [1.64, -1.83, -2.74], [1.16, -3.35, -1.99], [2.22, -2.24, -1.14], [1.75, -1.96, 1.14], [1.18, -3.46, 0.45], [0.49, -2.88, 1.98], [4.29, 0.16, 0.13], [3.17, 0.21, -0.71], [1.97, 0.54, -0.25], [1.84, 0.88, 1.06], [2.90, 0.89, 1.95], [4.16, 0.49, 1.45], [2.68, 1.34, 3.30], [1.48, 1.82, 3.68], [0.39, 1.87, 2.74], [-0.85, 2.48, 3.02], [-1.79, 2.56, 2.03], [-1.54, 2.00, 0.78], [-0.40, 1.36, 0.52], [0.57, 1.35, 1.46], [5.25, -0.11, -0.28], [3.24, 0.01, -1.76], [5.02, 0.48, 2.11], [3.51, 1.32, 4.00], [1.32, 2.19, 4.68], [-1.04, 2.90, 4.00], [-2.73, 3.07, 2.20], [-2.26, 2.06, -0.02], [0.86, 3.41, -4.04], [0.90, 2.40, -3.05], [2.16, 1.81, -2.59], [0.06, 1.09, -3.40], [0.12, 2.72, -1.75]],
  "multiplicity": 2,
  "total_charge": 2,
  "molar_mass_g_mol": 630.77,
  "e_above_lowest_ev": 1.9119,
  "homo_energy_ha": [-0.5708, -0.5699],
  "total_energy_ha": -1842.53881,
  "homo_lumo_gap_ev": [6.412, 6.448]
}

Entry 4:
{
  "formula": "C24H26N4OS",
  "method": "wB97M-V/def2-TZVPD",
  "species": ["O", "C", "C", "N", "C", "S", "N", "C", "C", "C", "C", "C", "C", "C", "C", "C", "C", "C", "C", "N", "C", "N", "C", "C", "C", "C", "C", "C", "C", "C", "H", "H", "H", "H", "H", "H", "H", "H", "H", "H", "H", "H", "H", "H", "H", "H", "H", "H", "H", "H", "H", "H", "H", "H", "H", "H"],
  "coordinates": [[-0.20, -3.43, -0.98], [-0.02, -3.06, 0.16], [1.38, -3.00, 0.79], [1.96, -1.70, 0.50], [1.72, -0.60, 1.23], [0.94, -0.71, 2.71], [2.16, 0.59, 0.75], [1.93, 1.83, 1.47], [0.85, 2.64, 0.81], [1.13, 3.84, 0.17], [0.12, 4.54, -0.48], [-1.17, 4.04, -0.49], [-1.46, 2.85, 0.15], [-0.45, 2.15, 0.79], [2.72, 0.71, -0.58], [4.06, 0.03, -0.71], [4.45, -0.58, -1.90], [5.69, -1.17, -1.99], [6.52, -1.14, -0.87], [6.16, -0.57, 0.27], [4.97, 0.00, 0.34], [-0.99, -2.61, 0.98], [-2.34, -2.38, 0.54], [-2.64, -0.88, 0.41], [-4.05, -0.65, -0.05], [-4.37, -0.68, -1.40], [-5.67, -0.50, -1.82], [-6.68, -0.29, -0.89], [-6.37, -0.25, 0.46], [-5.06, -0.43, 0.88], [2.01, -3.76, 0.33], [1.34, -3.13, 1.87], [2.32, -1.60, -0.44], [1.63, 1.57, 2.49], [2.87, 2.39, 1.51], [2.14, 4.23, 0.18], [0.35, 5.47, -0.97], [-1.95, 4.59, -1.00], [-2.46, 2.46, 0.14], [-0.67, 1.23, 1.31], [2.03, 0.32, -1.33], [2.85, 1.78, -0.78], [3.78, -0.58, -2.75], [6.02, -1.65, -2.90], [7.50, -1.59, -0.88], [4.73, 0.45, 1.30], [-0.71, -2.19, 1.86], [-2.46, -2.88, -0.42], [-3.03, -2.83, 1.26], [-1.94, -0.45, -0.32], [-2.47, -0.40, 1.38], [-3.59, -0.85, -2.12], [-5.91, -0.53, -2.87], [-7.70, -0.15, -1.21], [-7.15, -0.09, 1.19], [-4.83, -0.40, 1.93]],
  "smiles": "O=C(CNC(=S)N(Cc1ccccc1)Cc1cccnc1)NCCc1ccccc1",
  "molar_mass_g_mol": 418.57,
  "e_above_lowest_ev": 0.1569,
  "homo_energy_ha": -0.3116,
  "total_energy_ha": -1622.64476,
  "homo_lumo_gap_ev": 9.017
}

Entry 5:
{
  "formula": "C24H26N6O2OsS2",
  "method": "wB97M-V/def2-TZVPD",
  "species": ["Os", "N", "C", "N", "C", "N", "N", "C", "N", "C", "C", "C", "C", "C", "N", "H", "H", "H", "H", "H", "H", "H", "H", "O", "S", "C", "C", "C", "C", "S", "O", "C", "C", "C", "C", "C", "C", "C", "C", "C", "C", "C", "C", "H", "H", "H", "H", "H", "H", "H", "H", "H", "H", "H", "H", "H", "H", "H", "H", "H", "H"],
  "coordinates": [[0.32, 0.64, 0.59], [0.78, 3.92, -0.17], [-0.44, 3.63, 0.25], [-1.30, 4.59, 0.40], [-2.56, 4.33, 0.79], [-3.41, 5.29, 0.97], [-2.97, 3.02, 1.01], [-2.13, 2.10, 0.87], [-0.78, 2.27, 0.50], [-2.51, 0.70, 1.07], [-3.80, 0.27, 1.25], [-4.04, -1.11, 1.36], [-2.96, -1.99, 1.31], [-1.69, -1.49, 1.15], [-1.46, -0.16, 1.02], [1.01, 4.90, -0.30], [1.50, 3.22, -0.26], [-3.15, 6.26, 0.81], [-4.35, 5.09, 1.28], [-4.60, 0.99, 1.29], [-5.05, -1.48, 1.47], [-3.12, -3.06, 1.39], [-0.83, -2.15, 1.13], [1.36, -0.90, 1.32], [2.62, -1.24, 2.20], [3.26, -2.78, 1.41], [3.77, -2.61, -0.01], [2.64, -2.26, -1.00], [3.07, -1.36, -2.15], [1.56, -0.49, -2.71], [1.04, 0.25, -1.43], [2.24, 0.79, -3.74], [1.69, 2.07, -3.63], [2.20, 3.09, -4.42], [3.16, 2.78, -5.38], [3.71, 1.51, -5.47], [3.21, 0.48, -4.69], [3.83, -0.05, 1.65], [5.11, -0.14, 2.19], [6.09, 0.72, 1.71], [5.78, 1.67, 0.74], [4.47, 1.79, 0.26], [3.50, 0.94, 0.74], [2.44, -3.50, 1.49], [4.06, -3.10, 2.08], [4.23, -3.56, -0.29], [4.57, -1.86, -0.04], [1.86, -1.75, -0.45], [2.20, -3.18, -1.40], [3.46, -1.92, -3.00], [3.79, -0.60, -1.86], [0.90, 2.26, -2.92], [1.81, 4.09, -4.34], [3.44, 3.53, -6.11], [4.49, 1.29, -6.18], [3.61, -0.52, -4.81], [5.35, -0.86, 2.96], [7.09, 0.66, 2.11], [6.55, 2.34, 0.37], [4.23, 2.56, -0.47], [2.46, 1.04, 0.38]],
  "total_charge": 4,
  "molar_mass_g_mol": 684.88,
  "homo_energy_ha": [-0.7124, -0.7117],
  "total_energy_ha": -2294.60230,
  "homo_lumo_gap_ev": [3.785, 3.478]
}

Entry 6:
{
  "formula": "C24H26N8O2",
  "method": "wB97M-V/def2-TZVPD",
  "species": ["C", "C", "C", "C", "C", "C", "N", "C", "C", "C", "C", "C", "C", "C", "C", "C", "C", "N", "C", "C", "C", "C", "C", "C", "C", "N", "N", "N", "O", "O", "N", "N", "N", "C", "H", "H", "H", "H", "H", "H", "H", "H", "H", "H", "H", "H", "H", "H", "H", "H", "H", "H", "H", "H", "H", "H", "H", "H", "H", "H"],
  "coordinates": [[-2.64, -3.15, 0.91], [-2.58, -2.90, -0.45], [-1.37, -2.51, -1.00], [-0.26, -2.39, -0.16], [1.03, -1.97, -0.68], [2.29, -2.15, -0.16], [3.12, -1.60, -1.07], [4.54, -1.54, -1.03], [5.05, -0.28, -0.32], [4.87, 1.03, -1.09], [4.93, 2.04, 0.05], [4.21, 1.29, 1.18], [2.73, 1.72, 1.27], [1.81, 0.74, 2.02], [0.44, 0.97, 1.35], [0.76, 1.96, 0.20], [0.03, 1.68, -1.11], [-1.38, 1.78, -0.92], [-2.27, 0.78, -0.78], [-3.48, 1.41, -0.53], [-4.78, 0.83, -0.30], [-5.89, 1.65, -0.08], [-7.12, 1.05, 0.14], [-7.20, -0.34, 0.13], [-6.04, -1.06, -0.10], [-4.86, -0.50, -0.31], [-3.23, 2.75, -0.53], [-1.99, 2.95, -0.76], [2.16, 1.86, -0.01], [4.35, -0.09, 0.90], [2.41, -1.09, -2.08], [1.17, -1.31, -1.86], [-0.32, -2.65, 1.15], [-1.48, -3.02, 1.66], [-3.56, -3.45, 1.38], [-3.46, -2.98, -1.07], [-1.26, -2.30, -2.05], [2.64, -2.61, 0.74], [4.91, -2.42, -0.51], [4.92, -1.53, -2.06], [6.12, -0.43, -0.09], [5.64, 1.18, -1.84], [3.88, 1.04, -1.55], [5.96, 2.25, 0.33], [4.42, 2.97, -0.20], [4.66, 1.49, 2.16], [2.71, 2.70, 1.78], [2.15, -0.27, 1.85], [1.79, 0.95, 3.08], [-0.29, 1.40, 2.03], [0.04, 0.04, 0.95], [0.52, 2.99, 0.53], [0.29, 0.69, -1.49], [0.34, 2.43, -1.85], [-2.02, -0.25, -0.87], [-5.77, 2.72, -0.09], [-8.00, 1.65, 0.31], [-8.14, -0.85, 0.29], [-6.05, -2.14, -0.12], [-1.47, -3.22, 2.72]],
  "smiles": "c1ccc(-c2cn(C[C@H]3CC[C@@H]([C@@H]4CC[C@H](Cn5cc(-c6ccccn6)nn5)O4)O3)nn2)nc1",
  "molar_mass_g_mol": 458.53,
  "e_above_lowest_ev": 0.7009,
  "homo_energy_ha": -0.3123,
  "total_energy_ha": -1518.66018,
  "homo_lumo_gap_ev": 9.131
}

Entry 7:
{
  "formula": "C24H27AlBrN5OS2",
  "method": "wB97M-V/def2-TZVPD",
  "species": ["Al", "C", "S", "C", "S", "N", "N", "C", "C", "C", "C", "C", "C", "N", "H", "H", "H", "H", "H", "H", "H", "H", "Br", "C", "C", "C", "C", "C", "C", "N", "C", "C", "C", "C", "C", "C", "N", "H", "H", "H", "H", "H", "H", "H", "H", "H", "C", "C", "O", "C", "C", "H", "H", "H", "H", "H", "H", "H", "H", "H", "H"],
  "coordinates": [[0.04, 0.20, 0.30], [1.65, -2.72, 4.87], [0.43, -1.42, 4.69], [0.66, -0.89, 3.07], [-0.33, 0.46, 2.64], [1.54, -1.49, 2.30], [1.54, -0.93, 1.03], [2.52, -1.24, 0.28], [2.53, -0.66, -1.07], [3.59, -0.83, -1.93], [3.56, -0.18, -3.16], [2.47, 0.61, -3.47], [1.43, 0.70, -2.55], [1.45, 0.08, -1.37], [1.38, -3.23, 5.79], [1.61, -3.41, 4.03], [2.65, -2.31, 4.96], [3.31, -1.89, 0.65], [4.43, -1.45, -1.63], [4.38, -0.28, -3.86], [2.40, 1.13, -4.41], [0.55, 1.28, -2.79], [-4.47, -2.15, -5.26], [-3.49, -1.20, -3.99], [-4.01, -0.03, -3.45], [-3.27, 0.67, -2.51], [-2.03, 0.20, -2.11], [-1.53, -0.97, -2.63], [-2.25, -1.67, -3.58], [-1.23, 0.95, -1.15], [-1.27, 2.22, -1.19], [-0.36, 2.98, -0.30], [-0.34, 4.35, -0.26], [0.60, 4.97, 0.56], [1.46, 4.18, 1.30], [1.35, 2.79, 1.22], [0.46, 2.21, 0.42], [-4.98, 0.32, -3.76], [-3.71, 1.56, -2.07], [-0.56, -1.35, -2.32], [-1.86, -2.58, -4.01], [-1.89, 2.76, -1.90], [-1.03, 4.93, -0.86], [0.65, 6.04, 0.63], [2.20, 4.61, 1.96], [1.97, 2.14, 1.82], [-3.28, 0.16, 0.74], [-2.63, -1.19, 0.87], [-1.25, -1.30, 0.35], [-0.77, -2.69, 0.47], [-1.65, -3.69, -0.22], [-4.20, 0.12, 1.33], [-3.55, 0.39, -0.28], [-2.69, 0.98, 1.17], [-3.20, -1.92, 0.31], [-2.57, -1.50, 1.91], [-0.67, -2.89, 1.54], [0.22, -2.68, 0.03], [-2.56, -3.92, 0.33], [-1.08, -4.62, -0.31], [-1.92, -3.37, -1.23]],
  "total_charge": 2,
  "molar_mass_g_mol": 572.53,
  "e_above_lowest_ev": 0.4160,
  "homo_energy_ha": -0.5112,
  "total_energy_ha": -4892.21804,
  "homo_lumo_gap_ev": 6.881
}

Entry 8:
{
  "formula": "C24H27AuBr4Cl5O6SSi",
  "method": "wB97M-V/def2-TZVPD",
  "species": ["Au", "Br", "C", "C", "Br", "C", "Br", "C", "O", "C", "O", "C", "Br", "Cl", "C", "C", "Cl", "C", "Cl", "C", "O", "C", "Cl", "C", "Cl", "C", "C", "C", "C", "O", "Si", "S", "O", "C", "C", "C", "C", "O", "C", "C", "C", "C", "H", "H", "H", "H", "H", "H", "H", "H", "H", "H", "H", "H", "H", "H", "H", "H", "H", "H", "H", "H", "H", "H", "H", "H", "H", "H", "H"],
  "coordinates": [[-1.43, 0.60, -0.52], [-5.30, -4.93, 3.54], [-4.48, -3.31, 3.06], [-3.85, -2.49, 4.13], [-3.95, -3.12, 5.90], [-3.23, -1.34, 3.87], [-2.48, -0.23, 5.17], [-3.15, -0.81, 2.48], [-2.55, 0.19, 2.21], [-3.86, -1.62, 1.38], [-3.87, -1.22, 0.25], [-4.49, -2.90, 1.78], [-5.29, -3.85, 0.39], [-6.50, 4.61, -4.47], [-5.37, 3.91, -3.37], [-4.51, 2.90, -3.77], [-4.59, 2.34, -5.41], [-3.59, 2.33, -2.89], [-2.55, 1.08, -3.45], [-3.49, 2.75, -1.54], [-2.68, 2.30, -0.66], [-4.39, 3.79, -1.17], [-4.30, 4.33, 0.47], [-5.30, 4.35, -2.04], [-6.36, 5.61, -1.51], [1.13, 1.01, 2.66], [1.95, -0.27, 2.72], [3.18, -0.07, 3.60], [1.12, -1.44, 3.25], [2.45, -0.64, 1.44], [1.87, -0.43, -0.09], [-0.04, -1.24, -0.37], [2.05, 1.16, -0.42], [1.99, 1.94, -1.62], [1.08, 3.13, -1.33], [1.44, 1.13, -2.80], [3.41, 2.40, -1.91], [2.99, -1.20, -1.02], [3.21, -2.58, -1.30], [2.40, -2.97, -2.53], [2.83, -3.46, -0.11], [4.70, -2.71, -1.59], [0.85, 1.32, 3.67], [0.21, 0.86, 2.09], [1.70, 1.80, 2.19], [2.89, 0.21, 4.62], [3.80, 0.72, 3.18], [3.77, -0.99, 3.64], [0.81, -1.26, 4.28], [1.71, -2.36, 3.20], [0.23, -1.57, 2.62], [0.08, 2.79, -1.08], [1.02, 3.78, -2.21], [1.48, 3.70, -0.49], [0.42, 0.81, -2.61], [2.06, 0.25, -2.98], [1.45, 1.75, -3.70], [3.81, 2.93, -1.04], [3.43, 3.08, -2.77], [4.05, 1.54, -2.12], [1.34, -2.78, -2.36], [2.53, -4.03, -2.77], [2.72, -2.38, -3.39], [1.75, -3.45, 0.06], [3.32, -3.09, 0.80], [3.15, -4.49, -0.29], [4.98, -2.05, -2.41], [4.96, -3.74, -1.86], [5.28, -2.43, -0.70]],
  "total_charge": -1,
  "molar_mass_g_mol": 1165.48,
  "e_above_lowest_ev": 0.0000,
  "homo_energy_ha": -0.1892,
  "total_energy_ha": -14802.84920,
  "homo_lumo_gap_ev": 4.875
}